[1]
C20H59FN5O5P3 | wB97M-V/def2-TZVPD

Computed properties:
Charge ... 0
Energy ... -69964.178 eV
Structure (SMILES) ... CC[C@H](F)[PH2]([PH2]=N)P(C)O.COC[C@@H](C)N.COC[C@@H](C)N.COC[C@@H](C)N.COC[C@@H](C)N

XYZ file:
```
93
Properties=species:S:1:pos:R:3:lowdin_charge:R:1
C 1.81 -4.47 -1.89 -0.099
C 1.97 -3.13 -2.60 -0.248
C 0.65 -2.49 -3.04 -0.505
F 0.84 -1.83 -4.25 -0.086
P -0.02 -1.17 -1.88 0.602
P 1.94 0.13 -2.06 0.530
N 2.69 0.14 -0.67 -0.355
P -1.93 -2.16 -1.11 0.703
C -1.23 -3.67 -0.32 -0.321
O -2.64 -2.79 -2.48 -0.374
H 1.04 -5.08 -2.36 0.074
H 1.55 -4.35 -0.84 0.060
H 2.75 -5.03 -1.93 0.075
H 2.54 -2.44 -1.97 0.073
H 2.55 -3.25 -3.52 0.120
H -0.14 -3.23 -3.19 0.100
H -0.81 -0.19 -2.54 -0.023
H 0.27 -0.99 -0.48 -0.054
H 2.73 -0.23 -3.18 -0.039
H 1.54 1.41 -2.52 -0.062
H 2.16 -0.32 0.06 -0.100
H -1.94 -4.08 0.39 0.020
H -0.32 -3.41 0.23 0.017
H -0.99 -4.44 -1.06 0.026
H -3.59 -2.89 -2.33 0.020
C 8.17 3.23 -1.96 -0.114
O 7.07 2.91 -1.14 -0.184
C 5.96 3.78 -1.22 -0.208
C 4.96 3.44 -2.32 -0.437
C 5.46 3.75 -3.73 -0.072
N 4.49 2.06 -2.27 0.026
H 8.31 4.32 -2.03 0.088
H 8.06 2.84 -2.98 0.073
H 9.06 2.79 -1.52 0.086
H 5.45 3.69 -0.25 0.123
H 6.31 4.82 -1.32 0.117
H 4.09 4.08 -2.13 0.134
H 6.18 3.00 -4.06 0.064
H 4.63 3.73 -4.43 0.073
H 5.95 4.73 -3.78 0.077
H 4.04 1.87 -1.38 0.020
H 5.29 1.44 -2.27 0.076
C -0.68 -1.81 5.30 -0.111
O -0.79 -0.64 4.52 -0.194
C 0.42 0.08 4.33 -0.200
C 1.26 -0.40 3.15 -0.426
C 1.97 -1.73 3.35 -0.063
N 0.47 -0.45 1.91 0.037
H 0.01 -1.66 6.14 0.089
H -0.34 -2.67 4.72 0.072
H -1.67 -2.03 5.70 0.087
H 0.12 1.11 4.12 0.113
H 0.99 0.08 5.27 0.120
H 2.03 0.37 3.00 0.140
H 1.26 -2.56 3.28 0.062
H 2.72 -1.87 2.58 0.075
H 2.45 -1.78 4.33 0.080
H 0.10 0.48 1.73 0.047
H -0.35 -1.02 2.10 0.066
C -6.29 -3.39 -0.43 -0.104
O -5.04 -2.85 -0.04 -0.228
C -5.09 -1.57 0.57 -0.224
C -5.36 -1.58 2.08 -0.435
C -6.79 -1.93 2.46 -0.068
N -4.44 -2.45 2.81 0.047
H -6.95 -2.60 -0.82 0.091
H -6.80 -3.90 0.39 0.075
H -6.11 -4.11 -1.23 0.086
H -4.09 -1.15 0.40 0.059
H -5.82 -0.94 0.05 0.121
H -5.16 -0.56 2.41 0.136
H -6.97 -3.00 2.36 0.065
H -6.97 -1.67 3.50 0.076
H -7.51 -1.40 1.84 0.078
H -3.48 -2.13 2.69 0.065
H -4.47 -3.38 2.41 0.069
C -1.22 4.81 -1.66 -0.104
O -1.49 4.98 -0.29 -0.185
C -2.54 4.20 0.24 -0.208
C -2.12 2.80 0.70 -0.426
C -1.82 1.84 -0.44 -0.083
N -0.98 2.84 1.61 0.048
H -2.14 4.66 -2.23 0.090
H -0.55 3.96 -1.86 0.071
H -0.74 5.72 -2.02 0.088
H -2.92 4.75 1.10 0.123
H -3.36 4.13 -0.50 0.120
H -2.98 2.40 1.26 0.136
H -0.83 2.05 -0.87 0.058
H -1.81 0.81 -0.08 0.033
H -2.56 1.91 -1.24 0.084
H -1.22 3.33 2.46 0.078
H -0.24 3.38 1.17 0.081
```

=====

[2]
C2AgLiO4 | wB97M-V/def2-TZVPD

Computed properties:
2S+1 ... 3
Charge ... 0
Energy relative to the best compared isomer or geometry (same formula, charge and spin) ... 0.0 kcal per mole

XYZ file:
```
8
Properties=species:S:1:pos:R:3:lowdin_spin:R:1
O -0.12 -0.27 0.29 0.122
Li -1.32 -1.85 0.73 0.017
O -1.23 1.49 -0.70 0.014
O -2.29 -0.35 0.08 0.008
C -1.32 0.41 -0.15 0.010
C 1.14 0.10 -0.11 0.458
O 2.05 -0.58 0.42 0.397
Ag 3.09 1.06 -0.55 0.974
```

=====

[3]
C55H134N10O10 | wB97M-V/def2-TZVPD

Computed properties:
Charge ... 0
Energy relative to the best compared isomer or geometry (same formula, charge and spin) ... 0.0 kcal per mole
Structure (SMILES) ... CC1(C)CCCC(C)(C)N1O.CC1(C)CCCC(C)(C)N1O.CC1(C)CCCC(C)(C)N1O.COC[C@H](C)N.COC[C@H](C)N.COC[C@H](C)N.COC[C@H](C)N.COC[C@H](C)N.COC[C@H](C)N.COC[C@H](C)N

XYZ file:
```
209
Properties=species:S:1:pos:R:3:lowdin_charge:R:1
C 6.01 -0.89 -3.42 -0.031
C 6.54 0.06 -4.50 -0.535
C 7.99 -0.24 -4.85 -0.050
C 5.80 -0.11 -5.82 -0.127
C 4.35 0.50 -5.69 -0.159
C 4.42 2.00 -5.38 -0.114
C 5.19 2.26 -4.05 -0.484
C 5.60 3.77 -4.02 -0.036
C 4.38 1.97 -2.79 -0.023
N 6.49 1.50 -4.09 -0.073
O 7.15 1.78 -2.82 -0.044
H 6.16 -0.50 -2.39 0.094
H 4.93 -1.10 -3.43 0.044
H 6.39 -1.92 -3.54 0.085
H 8.05 -1.29 -5.15 0.082
H 8.32 0.51 -5.58 0.086
H 8.58 -0.17 -3.89 0.097
H 6.36 0.39 -6.62 0.119
H 5.74 -1.19 -6.04 0.117
H 3.85 0.35 -6.63 0.097
H 3.82 -0.14 -4.94 0.087
H 3.47 2.54 -5.35 0.113
H 5.04 2.47 -6.17 0.123
H 4.69 4.33 -4.23 0.058
H 6.30 3.88 -4.82 0.070
H 6.10 4.07 -3.06 0.095
H 3.51 2.61 -2.68 0.063
H 4.86 2.13 -1.84 0.060
H 3.98 0.95 -2.89 0.071
H 7.77 2.46 -3.13 0.102
C -0.25 1.29 -1.36 -0.005
C -0.49 2.25 -0.14 -0.445
C 0.40 3.50 -0.32 -0.035
C -1.96 2.76 -0.22 -0.121
C -2.87 1.66 0.28 -0.185
C -2.47 1.24 1.69 -0.138
C -1.07 0.70 1.74 -0.519
C -0.68 0.51 3.21 -0.018
C -0.98 -0.70 0.99 0.009
N -0.15 1.66 1.18 -0.102
O 1.16 1.16 1.16 -0.024
H -1.16 0.82 -1.75 0.063
H 0.15 1.79 -2.25 0.062
H 0.44 0.49 -1.09 0.053
H 0.42 4.01 0.67 0.089
H 1.45 3.27 -0.52 0.070
H 0.08 4.14 -1.15 0.074
H -1.96 3.59 0.48 0.119
H -2.25 3.13 -1.22 0.117
H -3.85 2.13 0.40 0.103
H -3.04 0.83 -0.41 0.098
H -3.16 0.49 2.08 0.117
H -2.50 2.06 2.42 0.128
H 0.38 0.25 3.27 0.062
H -1.34 -0.18 3.73 0.087
H -0.82 1.53 3.57 0.085
H -1.57 -1.37 1.58 0.056
H 0.07 -0.99 1.07 0.054
H -1.24 -0.67 -0.05 0.052
H 1.63 1.82 1.72 0.096
C 0.11 -6.26 2.11 -0.034
C 0.58 -5.15 3.06 -0.466
C -0.67 -4.21 3.28 -0.010
C 1.05 -5.75 4.37 -0.170
C 1.75 -4.80 5.31 -0.177
C 3.00 -4.26 4.56 -0.115
C 2.64 -3.57 3.21 -0.474
C 1.98 -2.17 3.43 -0.032
C 3.90 -3.29 2.35 -0.030
N 1.76 -4.45 2.38 -0.069
O 1.46 -3.87 1.12 -0.072
H -0.82 -6.69 2.45 0.072
H -0.12 -5.83 1.13 0.065
H 0.91 -7.00 2.03 0.092
H -1.50 -4.91 3.26 0.072
H -0.67 -3.67 4.23 0.068
H -0.73 -3.46 2.49 0.057
H 0.13 -6.06 4.91 0.131
H 1.67 -6.63 4.16 0.127
H 1.06 -4.02 5.65 0.110
H 2.11 -5.38 6.16 0.107
H 3.71 -5.06 4.43 0.110
H 3.53 -3.55 5.19 0.115
H 1.07 -2.16 4.03 0.067
H 1.70 -1.69 2.48 0.062
H 2.68 -1.50 3.91 0.079
H 4.54 -2.52 2.79 0.081
H 3.51 -3.03 1.36 0.077
H 4.47 -4.22 2.31 0.082
H 0.96 -3.03 1.17 0.068
C -4.40 -2.86 1.22 -0.096
O -5.23 -2.83 2.34 -0.188
C -5.95 -3.94 2.44 -0.280
C -6.87 -3.86 3.69 -0.472
C -7.69 -5.05 3.80 -0.075
N -7.60 -2.62 3.76 0.053
H -3.73 -3.74 1.26 0.096
H -3.82 -1.93 1.12 0.072
H -5.04 -2.91 0.30 0.088
H -6.48 -4.08 1.46 0.139
H -5.34 -4.86 2.51 0.128
H -6.23 -3.73 4.56 0.137
H -8.33 -5.10 2.93 0.085
H -8.34 -4.88 4.63 0.077
H -7.09 -5.95 3.83 0.090
H -8.32 -2.61 3.06 0.066
H -6.94 -1.88 3.51 0.059
C 2.55 2.48 5.03 -0.095
O 2.67 2.75 3.64 -0.203
C 3.33 3.94 3.36 -0.216
C 3.55 4.22 1.82 -0.443
C 4.57 3.29 1.19 -0.043
N 3.97 5.57 1.61 0.038
H 3.48 2.50 5.60 0.085
H 2.08 1.50 5.14 0.085
H 1.90 3.24 5.49 0.090
H 2.70 4.75 3.75 0.121
H 4.23 3.97 3.97 0.121
H 2.57 4.09 1.37 0.104
H 4.44 2.23 1.44 0.084
H 5.56 3.62 1.51 0.082
H 4.45 3.41 0.12 0.059
H 3.31 6.26 1.89 0.067
H 4.75 5.70 2.27 0.085
C -0.48 -4.45 -1.56 -0.091
O -1.01 -3.17 -1.90 -0.204
C -1.90 -3.32 -3.00 -0.221
C -2.28 -1.97 -3.63 -0.444
C -3.22 -1.21 -2.71 -0.060
N -2.99 -2.27 -4.87 0.040
H -1.35 -5.05 -1.28 0.089
H 0.22 -4.25 -0.76 0.055
H 0.05 -5.01 -2.35 0.088
H -1.45 -3.96 -3.78 0.109
H -2.85 -3.82 -2.69 0.138
H -1.38 -1.35 -3.82 0.122
H -3.36 -0.17 -3.01 0.073
H -2.83 -1.37 -1.70 0.070
H -4.18 -1.74 -2.77 0.072
H -2.39 -2.58 -5.62 0.066
H -3.52 -1.46 -5.17 0.071
C -0.11 3.75 -4.18 -0.102
O 0.24 4.97 -3.52 -0.192
C 1.57 5.32 -3.83 -0.224
C 1.95 6.62 -3.10 -0.434
C 1.07 7.75 -3.66 -0.048
N 3.35 6.83 -3.39 0.034
H -0.93 3.21 -3.73 0.066
H 0.64 2.96 -4.12 0.074
H -0.38 3.95 -5.21 0.088
H 2.23 4.53 -3.47 0.099
H 1.70 5.39 -4.92 0.132
H 1.85 6.42 -2.05 0.127
H -0.01 7.54 -3.41 0.093
H 1.22 7.83 -4.73 0.075
H 1.38 8.68 -3.19 0.067
H 3.67 7.77 -3.13 0.079
H 3.89 6.09 -2.96 0.058
C 2.03 -1.59 -1.95 -0.085
O 2.37 -1.17 -3.25 -0.191
C 1.57 -1.80 -4.19 -0.256
C 1.85 -3.24 -4.50 -0.434
C 3.25 -3.33 -5.13 -0.032
N 0.75 -3.54 -5.39 0.037
H 0.93 -1.50 -1.84 0.076
H 2.47 -0.87 -1.21 0.106
H 2.33 -2.59 -1.69 0.082
H 0.54 -1.72 -3.86 0.087
H 1.58 -1.30 -5.17 0.137
H 1.69 -3.85 -3.65 0.120
H 3.57 -4.35 -5.20 0.066
H 4.03 -2.84 -4.51 0.072
H 3.30 -2.86 -6.11 0.079
H 0.79 -4.54 -5.60 0.081
H 0.90 -3.06 -6.31 0.095
C -5.20 2.45 -2.86 -0.107
O -5.61 1.34 -2.12 -0.207
C -6.97 1.14 -1.92 -0.217
C -7.19 0.03 -0.89 -0.425
C -6.57 0.42 0.49 -0.038
N -6.74 -1.24 -1.35 0.066
H -4.11 2.52 -2.84 0.068
H -5.64 3.37 -2.42 0.099
H -5.40 2.45 -3.94 0.087
H -7.39 2.07 -1.50 0.123
H -7.48 0.89 -2.85 0.124
H -8.26 0.02 -0.75 0.127
H -6.75 1.44 0.86 0.083
H -5.49 0.27 0.35 0.055
H -6.88 -0.27 1.31 0.074
H -7.25 -1.56 -2.14 0.069
H -5.80 -1.32 -1.65 0.034
C -4.97 0.11 5.76 -0.083
O -4.62 1.16 6.68 -0.168
C -3.33 1.00 7.17 -0.253
C -2.95 2.27 7.99 -0.436
C -2.95 3.52 7.12 -0.062
N -1.68 1.97 8.65 0.027
H -4.67 0.24 4.71 0.082
H -6.03 -0.02 5.71 0.073
H -4.57 -0.83 6.11 0.082
H -3.20 0.15 7.87 0.128
H -2.54 0.95 6.40 0.122
H -3.69 2.35 8.78 0.135
H -2.10 3.42 6.41 0.077
H -2.70 4.38 7.71 0.060
H -3.89 3.63 6.56 0.085
H -0.85 2.07 8.07 0.063
H -1.52 2.61 9.43 0.067
```

=====

[4]
C5H11NO | wB97M-V/def2-TZVPD

Computed properties:
Charge ... 0
Energy relative to the best compared isomer or geometry (same formula, charge and spin) ... 120.3 kcal per mole

XYZ file:
```
18
Properties=species:S:1:pos:R:3:lowdin_charge:R:1
C -1.71 1.50 0.67 -0.064
C -0.28 1.29 0.24 -0.348
C 0.84 1.17 1.21 -0.119
N 0.29 -0.01 0.57 -0.101
C 1.11 -0.68 -0.42 -0.270
C 0.40 -1.38 -1.42 -0.044
O 0.48 -2.98 -0.58 -0.122
H -2.40 1.00 -0.01 0.070
H -1.97 2.57 0.69 0.072
H -1.86 1.09 1.67 0.077
H -0.02 1.69 -0.74 0.138
H 0.66 1.27 2.27 0.104
H 1.82 1.51 0.87 0.103
H 2.05 -0.20 -0.70 0.104
H 1.14 -2.13 -0.06 0.128
H -0.69 -1.30 -1.52 0.102
H 0.92 -1.66 -2.33 0.099
H -0.33 -3.03 -0.03 0.069
```